Entry 1:
Computed, not measured: 2 unconnected molecules or ions with the total composition C4H5N3 at a distorted geometry, with the ωB97M-V functional and the def2-TZVPD basis.

Each line ends with the Löwdin charge.
Cartesian coordinates (Å):
H 1.0088 1.7616 -0.1846  0.17
H -0.9837 1.4692 1.4633  0.11
C 0.2865 0.1157 -1.1621  0.00
N -1.4363 -0.2608 0.3532  0.03
H -0.0675 -1.6996 -0.2979  0.14
N 0.2936 1.0488 -0.2847  0.11
C -0.6803 0.6920 0.7767  -0.30
C 0.9549 -0.0447 1.8516  -0.26
H 0.9975 0.0706 -1.9791  0.15
H -1.3422 -1.3144 -1.5068  0.12
C -0.7172 -0.8924 -0.7155  -0.20
N 1.6860 -0.9460 1.6859  -0.06

Summary:
Relative energy (zero: lowest compared OMol25 entry of this formula, charge and spin) (kcal per mole): 94.6
Spin multiplicity: 1



Entry 2:
Computed, not measured: a molecular structure, C22H28AlF6N3O8P2S2 at a distorted geometry, with the ωB97M-V functional and the def2-TZVPD basis.

Each line ends with the Löwdin charge.
Cartesian coordinates (Å):
C 2.7665 -0.5922 2.7804  -0.64
H -2.0056 -1.1983 -2.5581  -0.01
H 2.1977 -2.6494 0.1226  0.07
F 4.5403 4.0781 1.5788  0.14
H -1.6841 4.1538 -0.8630  0.08
N -2.0466 1.1652 1.0233  0.15
O 2.1098 -0.9301 -2.7612  -0.01
P -1.4420 1.1376 -1.6503  1.15
H 1.8479 -4.2331 0.8486  0.10
N -1.1614 -1.4261 1.4673  0.14
Al 1.9162 -0.3408 -1.0847  -0.23
H -2.9751 1.4229 5.4298  0.11
C -0.9089 -4.1835 0.2419  -0.08
F 3.4496 -0.0986 3.8041  0.16
C -4.1095 1.7536 -1.4773  -0.10
H 0.2577 2.3997 -0.3066  0.09
C -1.1048 -0.8850 0.2809  -0.38
H -4.9408 2.4386 -1.6336  0.09
H 1.2767 -5.1365 -1.3535  0.09
O 1.2063 1.2730 -1.7556  -0.11
F 5.7815 2.3711 1.1380  0.13
H -1.8260 3.6088 -3.2988  0.07
C 0.7488 -4.2323 -1.6551  -0.08
S 3.3232 2.1971 0.0564  0.98
O 2.5004 3.2667 -0.4873  -0.42
C 1.4085 -3.2762 0.5687  -0.09
C -2.5646 1.4068 3.3452  0.00
C -2.0942 0.6409 2.2625  -0.22
C 4.3279 -0.7896 -2.0053  -0.44
F 3.6045 -1.2467 1.9822  0.16
O 3.6600 -1.7754 -4.1292  0.14
P -0.1695 -1.7318 -1.0246  1.12
C -1.7717 -1.2593 3.7650  0.00
H -2.7844 2.2300 -3.8655  0.07
C 0.1226 2.1325 -1.3569  -0.29
C -1.5644 0.4409 0.0540  -0.39
H -3.4374 4.3109 -0.8098  0.09
O 3.6587 -0.4317 -0.9112  -0.03
H -2.6152 3.2204 0.3187  0.05
H -1.7248 -4.3497 -0.4579  0.07
O 1.4842 0.0369 0.5770  -0.26
H -1.2731 -3.6050 1.0857  0.06
H -4.2227 0.9234 -2.1752  0.08
H -0.9750 -2.4928 -3.1828  0.06
H -0.5838 -5.1565 0.6065  0.09
C 0.2609 -3.4590 -0.4233  -0.67
H -4.1677 1.3678 -0.4615  0.07
S 1.8611 0.7730 1.8403  0.68
O 0.7239 1.0452 2.6497  -0.21
H 1.4312 -3.6236 -2.2506  0.08
N 2.8370 1.9191 1.6129  -0.34
H -2.1576 -2.8264 -1.8934  0.05
H -2.3568 -0.9284 5.7783  0.11
C -2.6105 3.6098 -0.6950  -0.09
H 1.0469 -2.7906 1.4724  0.06
C -2.7791 2.4770 -1.7017  -0.72
C -1.4559 -2.0963 -2.2914  -0.21
H -1.4611 -2.2813 3.9081  0.12
H -2.8561 2.4304 3.1672  0.12
F 5.3396 3.8092 -0.4062  0.12
C -1.6691 -0.6989 2.4805  -0.21
H 0.1560 3.0459 -1.9575  0.11
C -2.7343 3.0328 -3.1302  -0.11
F 1.8930 -1.4752 3.2635  0.14
H 1.3638 1.3659 -2.7068  0.16
C -2.6327 0.8392 4.5877  -0.06
C 3.3385 -1.2337 -3.1085  -0.47
C -2.2564 -0.5002 4.7927  -0.06
O 5.5148 -0.7281 -2.1348  0.16
C 4.8330 3.1732 0.6572  -0.73
H -0.0854 -4.5314 -2.2860  0.08
H -3.5821 3.6941 -3.2991  0.09

Summary:
E_tot (eV): -107272.6421
Spin multiplicity: 1



Entry 3:
Computed, not measured: a molecular structure, C43H64AuCl3O3P2Si, with the ωB97M-V functional and the def2-TZVPD basis.

Each line ends with the Löwdin spin population.
Cartesian coordinates (Å):
C 1.1135 3.2727 -4.0418  0.00
H -2.9998 -3.0499 -3.1648  0.00
C 2.1300 -2.3514 0.0991  0.04
O -1.1193 -1.6963 2.6732  0.10
C 0.1777 1.7069 -2.3256  0.03
H -2.2500 -1.6826 -1.2719  0.00
C 1.8543 -0.4259 5.1162  0.00
C -2.3519 -0.0651 -4.7415  0.00
C -2.8922 -1.5009 -4.6883  0.00
H 1.5798 0.4066 5.7685  0.00
C 2.9020 -4.6474 -1.2437  0.00
C -3.8540 0.4215 1.6917  0.01
Cl -0.0835 -3.9591 4.2548  0.00
H 1.2334 -1.2782 5.4106  0.00
C 1.5386 -0.0687 3.6649  0.01
H 0.7608 2.2701 -1.5845  0.00
H -2.6745 1.8280 -3.7425  0.00
H 0.6732 -2.0727 -1.4781  0.00
C 1.6959 -2.4461 -1.3770  0.00
C 1.7456 -3.6664 0.7997  0.00
C -2.9406 0.7808 -3.6154  0.01
H -3.9123 1.3064 3.6782  0.00
H -1.1464 -1.4080 -2.6113  0.00
H -3.9846 5.2544 -1.2359  0.00
C -4.4452 -0.9130 2.1386  0.00
H -2.1875 -2.1692 -5.1887  0.00
H -2.5698 0.3874 -5.7111  0.00
C 1.7576 -3.8897 -1.9057  0.00
C -1.0903 3.2419 0.4124  0.04
Cl -1.2657 -5.5504 2.1704  0.00
H 2.9355 1.6639 -2.6829  0.00
C 1.7898 1.8772 0.7441  0.04
H 3.9386 0.1085 5.0805  0.00
H 3.6972 -2.3867 2.2484  0.00
H 1.8610 -3.6194 1.8809  0.00
H -1.2626 -0.0775 -4.6492  0.00
C -3.1668 4.7043 -0.7888  0.01
C -0.1702 2.6878 -3.4523  0.01
H -4.0322 0.7376 -3.6853  0.00
H 5.4101 1.5839 -0.6521  0.00
H 1.3435 -0.0534 -1.9977  0.00
H 0.8172 -4.4043 -1.6910  0.00
H 2.1246 3.9968 0.6244  0.00
H 4.7976 -2.1222 4.4418  0.00
H 4.4124 3.8169 -0.2489  0.00
P 1.4192 -0.8867 0.9818  0.11
C -2.1801 -1.2601 -2.2760  0.01
H -5.4186 0.8484 0.2655  0.00
H 0.5577 -0.0281 -3.5663  0.00
H 3.5434 -4.8814 0.8147  0.00
H -3.4260 3.0063 -2.0625  0.00
C 1.9308 -1.2071 2.7293  0.01
H -5.7398 1.4924 1.8858  0.00
H 3.5317 -1.0642 6.3250  0.00
H -2.6781 6.2476 0.6171  0.00
C -2.8487 3.4364 -1.2554  0.01
C 3.6722 0.5262 0.0193  0.00
Si 0.0278 2.1052 1.4437  0.25
Au -0.8719 -0.1678 0.8560  0.64
H -4.5446 2.2832 0.8348  0.00
H 2.9455 2.5951 -4.9720  0.00
P -1.2319 1.1184 -1.2782  0.20
C 1.0851 0.5911 -2.8327  0.00
C 4.4051 1.6704 -0.2591  0.00
H -5.2031 -0.7681 2.9139  0.00
H 0.7269 3.9139 2.9777  0.01
C 2.3745 0.6114 0.5226  0.00
H 1.3288 -2.0692 3.0257  0.00
H 3.1908 -2.8141 4.6106  0.00
H 3.0569 -5.6196 -1.7135  0.00
C -3.1916 1.1216 2.8790  0.01
H 2.3411 -1.8119 -1.9879  0.00
H 2.0747 -5.7545 0.4241  0.00
O -1.4765 -2.9982 0.8856  0.02
H 2.9727 0.3540 -3.8549  0.00
H 1.6393 3.8419 -3.2669  0.00
C 3.3282 -0.7772 5.2913  0.00
C -3.1238 -1.9690 -3.2408  0.00
H -0.8183 3.4856 -3.0836  0.00
C -1.4176 4.5277 0.8494  0.01
C 3.7327 -1.9005 4.3418  0.00
H -3.8284 -1.5622 -5.2476  0.00
H 2.0900 0.8362 3.3880  0.00
H 1.5251 1.6502 -5.3927  0.00
H -0.8920 4.9647 1.6893  0.00
H -2.7875 2.0833 2.5525  0.00
C -1.3280 -2.7925 2.0834  0.01
C 3.4154 -1.5477 2.8874  0.00
H -3.6651 -1.5511 2.5419  0.00
C 2.0262 2.1672 -4.5664  0.00
Cl -2.9581 -3.9733 3.9068  0.00
C -4.9614 1.3206 1.1381  0.01
H 3.2182 -2.2490 0.1485  0.01
H 4.0209 -0.6874 2.5806  0.00
C 2.6073 -4.8164 0.2539  0.00
H -4.1520 -1.7552 -2.9346  0.00
C -2.4378 5.2574 0.2518  0.00
C 2.5540 3.0129 0.4622  0.01
H 0.6501 2.3964 3.8673  0.00
C -1.3991 -4.0306 3.0563  0.01
H -2.3855 0.5025 3.2824  0.00
H 4.1241 -0.4412 -0.1619  0.00
C -2.5353 0.2406 -2.2238  0.03
H -3.3696 0.3434 -1.5289  0.00
C 2.3523 1.1643 -3.4630  0.00
H -0.7067 2.1647 -4.2468  0.00
H 0.6892 -3.8592 0.6077  0.00
H -0.8395 3.2444 3.4539  0.00
H 0.4701 0.1328 3.5631  0.01
O -2.9532 0.2135 0.6226  0.18
H 1.8655 -3.8737 -2.9915  0.00
H -4.9043 -1.4190 1.2872  0.00
C -1.8130 2.7198 -0.6697  0.02
C 0.1588 2.9857 3.0988  0.06
H 0.8675 3.9745 -4.8417  0.00
C 3.8464 2.9193 -0.0347  0.00
H 3.8300 -4.0840 -1.3874  0.00

Summary:
⟨S²⟩: 2.010
Relative energy (zero: lowest compared OMol25 entry of this formula, charge and spin) (kcal per mole): 0.0
Spin multiplicity: 3



Entry 4:
Computed, not measured: C5H11NO2 in the gas phase at a distorted geometry, with the ωB97M-V functional and the def2-TZVPD basis.

Each line ends with the Löwdin charge.
Cartesian coordinates (Å):
H -0.3924 2.2934 1.7899  0.09
O -0.3125 -1.0323 1.9335  0.02
C -0.7390 1.3186 2.1270  0.01
H -0.5819 0.4461 -0.6332  0.17
C -0.2810 -0.5847 -1.2989  -0.21
O 1.5147 0.4153 1.8463  0.00
H -1.7421 1.1242 1.7463  0.08
N 0.5792 0.4597 0.1852  0.11
H 1.1311 -1.6078 0.0382  0.11
C -0.2680 -0.1402 -2.7403  -0.09
H 1.9116 -0.4910 -1.1616  0.12
H 0.3567 0.7443 -2.8634  0.08
C 0.2321 0.2479 1.6644  -0.78
H -0.7602 1.3075 3.2156  0.09
H -1.2706 0.0872 -3.1004  0.07
H 0.1491 -0.9368 -3.3613  0.08
H -0.9912 -1.3525 -1.0003  0.13
C 1.0268 -0.7101 -0.5670  -0.19
H 0.4375 -1.5888 2.1798  0.10

Summary:
Relative energy (zero: lowest compared OMol25 entry of this formula, charge and spin) (kcal per mole): 108.7
Spin multiplicity: 1



Entry 5:
Computed, not measured: a molecular structure, C23H21Br33O3 at a distorted geometry, with the ωB97M-V functional and the def2-TZVPD basis.

Each line ends with the Löwdin charge.
Cartesian coordinates (Å):
Br 6.8772 -2.1868 -0.2866  0.53
H -12.2048 0.3488 1.1921  -0.03
O -7.5878 3.2292 -0.2204  0.00
Br 2.9826 1.2121 -0.7358  0.56
Br 4.1813 1.5837 -3.6971  0.59
C -3.3290 2.1471 -2.7398  -0.06
H 7.5967 -0.2212 3.1080  -0.02
H -4.5434 9.1937 -1.5322  -0.02
C 5.1606 -9.7056 6.1009  -1.60
C -4.7387 1.7717 -2.2313  0.01
Br 0.6884 2.6128 1.1436  0.56
H -1.1303 1.6408 -0.9763  0.01
Br -3.9557 10.9429 -3.1987  0.57
H -1.7863 3.9354 -3.0516  0.10
C 6.6126 0.2440 3.1359  -1.60
O -0.9413 1.4522 -3.1377  -0.36
C -6.9660 0.1715 -2.2042  0.02
C -5.1826 4.4212 -1.6071  0.00
Br 0.2968 -1.3382 2.1392  0.54
C -5.3567 0.3047 -2.2357  -0.26
C 8.0724 -5.1114 8.1615  -1.61
H 0.5622 1.4262 -1.6982  0.01
C -0.4693 4.1689 1.0830  -1.52
Br 0.7902 -4.8112 3.7853  0.60
Br -10.1800 -0.9562 0.5741  0.56
Br -1.7231 -2.2726 -0.1795  0.61
H -8.9524 1.1582 -1.6986  0.08
Br 2.0579 1.3095 -8.2560  0.55
Br 5.1552 -8.4816 7.6069  0.53
Br 8.0722 -1.8199 -3.2447  0.56
H -7.4434 -0.7873 -2.5920  0.12
H 7.5399 -5.0866 9.1108  -0.03
C -3.7535 4.7920 -2.1315  -0.18
Br 9.2337 -6.6649 8.2030  0.55
Br -10.5166 2.1745 1.2086  0.59
H -1.0087 4.2015 2.0288  -0.02
C -2.3295 1.0161 -3.3007  -0.15
H 5.1823 0.5348 -1.6753  -0.05
C -2.8387 3.6456 -2.6902  -0.16
H -2.5995 0.8263 -4.3966  0.15
C -0.5343 1.1023 -1.7937  -0.17
C -7.8126 1.2063 -1.7067  0.02
H -3.3664 5.8726 -2.1285  0.01
H 6.1447 -10.1705 6.0726  -0.03
Br 0.8360 0.9494 -5.3057  0.63
Br -2.2666 8.4149 -2.1613  0.59
Br 6.3775 1.1744 1.4503  0.54
C -5.6240 2.9477 -1.6728  -0.03
Br 9.0814 -3.4596 8.0337  0.56
H 3.0388 0.2560 -6.2272  -0.07
Br 3.7661 -4.2927 2.6858  0.53
Br 3.7878 -1.3620 -2.4756  0.53
Br -12.1175 0.8526 -1.2421  0.56
H -0.3694 -3.6218 1.4106  -0.08
C -11.3723 0.5736 0.5275  -1.61
H 9.0778 -2.8654 -1.2248  -0.03
Br 7.6866 -4.7662 -2.0214  0.57
Br 4.9233 -8.7775 4.4140  0.55
Br -5.0917 7.9682 -3.6253  0.58
Br 3.3298 -5.5617 5.6035  0.53
H -5.8512 5.2606 -1.1915  0.11
Br -1.7987 4.0230 -0.3315  0.84
Br 3.8656 -11.1319 6.3269  0.56
C 2.0342 0.2249 -6.6469  -1.62
H 2.6072 -3.3685 4.6820  -0.02
Br 5.3176 -1.1833 3.3596  0.53
Br 1.3719 -3.1365 -0.2965  0.54
O -4.7014 -0.7662 -2.2244  0.02
Br 6.6057 1.4673 4.6410  0.57
C -7.0816 2.5218 -1.1266  -0.27
Br 6.7349 -5.2492 6.7640  0.51
H -2.4201 0.0641 -2.6628  0.11
C -0.1386 -2.7194 0.8471  -1.60
C -4.0362 9.1380 -2.4939  -1.60
Br 1.6398 -1.6342 -7.0366  0.55
Br 0.5449 5.8178 0.9514  0.57
H -0.5803 -0.0165 -1.5637  0.06
C 8.0707 -2.9044 -1.6365  -1.60
C 4.1746 0.4981 -2.0877  -1.56
C 2.6213 -4.3679 4.2497  -1.57

Summary:
E_tot (eV): -2341725.6008
Spin multiplicity: 1



Entry 6:
Computed, not measured: C8H16N2O2S in the gas phase at a distorted geometry, with the ωB97M-V functional and the def2-TZVPD basis.

Each line ends with the Löwdin charge.
Cartesian coordinates (Å):
H -4.4720 1.5724 0.3014  0.05
H 4.4720 1.6158 -0.8409  0.07
H 3.3157 -0.1586 -1.6122  0.12
N 3.6846 1.9276 -0.2767  0.00
C -3.3588 -1.6866 0.1893  -0.04
H -0.8439 0.9545 1.2930  0.09
O 3.2848 -2.7480 -0.9319  0.03
H -2.6259 -1.9970 0.8477  0.06
H 1.7295 2.0904 1.2668  0.04
H 3.2060 -3.5493 -0.3542  0.12
N 3.0824 -1.5446 -0.1182  -0.30
H -1.5604 -0.3208 -1.2485  0.07
H -4.9662 0.4892 -0.9522  0.07
H -4.2842 -2.0053 0.4712  0.04
C -0.8541 0.7088 0.2177  -0.46
C -3.2057 -0.1334 0.2776  -0.37
H -3.2143 0.2291 1.3476  0.15
S 0.6014 1.1972 -0.6105  0.91
H 3.7774 0.5946 1.3150  0.15
C 3.1564 0.7481 0.4229  -0.37
H 3.1581 2.3023 -1.0983  0.08
O 2.6451 -1.8140 0.9831  0.00
C 1.6689 1.1649 0.8427  -0.40
H -3.1438 -2.0644 -0.8001  0.08
H 1.0315 0.4967 1.4946  0.08
C -1.8362 0.0671 -0.3615  -0.20
C 3.2235 -0.3851 -0.5969  -0.07
C -4.1368 0.8515 -0.3702  -0.07
H -3.5351 1.3971 -1.0983  0.08

Summary:
Structure (SMILES): CC(C)/C=C/SC[C@H](N)/C=[N+](\[O-])O
Relative energy (zero: lowest compared OMol25 entry of this formula, charge and spin) (kcal per mole): 171.1
Spin multiplicity: 1